Entry 1:
Molecular formula: C3H8F3NO2P
Method: DFT, wB97M-V/def2-TZVPD

Strongest force on any atom (eV/A): 4.32
SMILES string: CP(O)[NH2+]COC(F)(F)F
Total charge: +1

Each line ends with the Mulliken charge.
CARTESIAN COORDINATES (ANGSTROEM)
C 2.879 -0.633 0.180  -0.9034
P 1.131 -0.632 -0.602  0.2902
O 0.339 -2.041 -0.088  -0.4457
N 0.366 0.858 0.130  -0.2803
C -0.868 1.319 -0.626  -0.5507
O -2.066 1.315 0.162  -0.2650
C -2.543 0.014 0.407  0.8604
F -2.632 -0.802 -0.723  -0.2216
F -3.859 0.166 0.891  -0.2189
F -1.844 -0.686 1.396  -0.2172
H 3.532 -1.464 -0.232  0.3349
H 2.710 -0.760 1.308  0.3355
H 3.317 0.390 -0.076  0.3347
H -0.184 -2.404 -0.837  0.3846
H 1.109 1.582 0.109  0.4212
H 0.188 0.650 1.130  0.4105
H -0.652 2.404 -0.937  0.3262
H -0.922 0.725 -1.592  0.4046

Atoms 1-3, force components in eV/Å:
C -1.404 0.393 1.283
P 1.329 -2.961 -2.847
O 0.925 2.118 0.009

***

Entry 2:
Molecular formula: C3H8FN
Method: DFT, wB97M-V/def2-TZVPD

Strongest force on any atom (eV/A): 4.04
ΔE to the lowest compared entry with this formula, charge and spin (eV): 2.048
Total charge: 0

Each line ends with the Mulliken charge.
CARTESIAN COORDINATES (ANGSTROEM)
C -0.110 -0.807 -1.202  -1.2019
C -1.075 0.551 0.604  -1.1812
C 0.162 -0.223 0.192  0.9158
N 1.179 -0.356 1.008  -0.3383
F 1.120 1.853 -0.488  -0.7777
H -0.615 -1.752 -1.145  0.3684
H -0.602 0.006 -1.728  0.3469
H 0.932 -0.926 -1.692  0.3443
H -1.892 -0.203 0.942  0.3315
H -1.639 1.169 -0.235  0.2808
H -0.860 1.175 1.420  0.3628
H 1.920 -1.016 0.806  0.2461
H 1.480 0.530 1.517  0.3026

Atoms 1-3, force components in eV/Å:
C 3.997 0.210 0.520
C -2.014 -0.549 -1.196
C -1.697 2.348 -1.626

***

Entry 3:
Molecular formula: C3H8FN2
Method: DFT, wB97M-V/def2-TZVPD

Strongest force on any atom (eV/A): 4.10
ΔE to the lowest compared entry with this formula, charge and spin (eV): 2.884
Total charge: +1

Each line ends with the Mulliken charge.
CARTESIAN COORDINATES (ANGSTROEM)
C 0.161 -0.225 0.309  0.2609
C 2.601 0.299 -0.057  -0.6766
C -1.963 -0.658 0.066  -0.4406
N 1.271 -0.296 -0.385  -0.1207
N -2.601 0.491 -0.068  -0.2432
F 0.165 0.539 1.393  -0.2156
H 2.891 1.118 -0.666  0.3052
H 3.349 -0.536 -0.310  0.2772
H 2.538 0.544 1.012  0.2893
H -1.811 -1.266 -0.827  0.3659
H -1.838 -0.947 1.006  0.4082
H 1.125 -0.853 -1.239  0.2559
H -2.874 1.146 0.738  0.2905
H -3.015 0.642 -0.972  0.2435

Atoms 1-3, force components in eV/Å:
C -0.278 0.059 -0.948
C 0.391 -2.765 0.355
C 1.041 2.364 -2.958

***

Entry 4:
Molecular formula: C3H8FN2
Method: DFT, wB97M-V/def2-TZVPD

Strongest force on any atom (eV/A): 3.39
ΔE to the lowest compared entry with this formula, charge and spin (eV): 3.245
Total charge: +1

Each line ends with the Mulliken charge.
CARTESIAN COORDINATES (ANGSTROEM)
C 2.152 0.348 -0.118  -0.1032
C -2.460 -0.752 0.254  -0.8155
C -0.869 0.952 -0.322  -0.2034
N 3.489 0.452 0.097  -0.2198
N -1.203 -0.281 -0.281  0.0319
F 1.734 -0.948 -0.111  -0.2237
H -3.013 -1.539 -0.466  0.2970
H -2.300 -1.265 1.146  0.3736
H -3.219 0.019 0.488  0.3145
H -1.382 1.527 0.391  0.2889
H -0.107 1.333 -0.967  0.3542
H 4.069 -0.265 0.543  0.2732
H -0.702 -1.010 -0.852  0.3481
H 3.811 1.429 0.199  0.2842

Atoms 1-3, force components in eV/Å:
C 1.813 0.310 -0.086
C -2.811 -1.369 -1.309
C 0.169 -1.520 0.047

***

Entry 5:
Molecular formula: C3H8FN3
Method: DFT, wB97M-V/def2-TZVPD

Strongest force on any atom (eV/A): 2.29
SMILES string: C/N=C(\CF)NN
ΔE to the lowest compared entry with this formula, charge and spin (eV): 0.709
Total charge: 0

Each line ends with the Mulliken charge.
CARTESIAN COORDINATES (ANGSTROEM)
C -2.337 -0.676 0.063  -0.8682
N -1.327 0.336 -0.051  -0.6031
C -0.073 -0.014 -0.033  0.7324
C 0.532 -1.410 -0.056  -0.3231
F 1.909 -1.306 0.079  -0.3221
N 0.840 0.979 -0.107  -0.0527
N 0.489 2.332 -0.014  -0.8258
H -3.228 -0.170 -0.338  0.2860
H -2.114 -1.556 -0.564  0.2887
H -2.562 -1.020 1.091  0.2646
H 0.069 -1.929 0.810  0.2773
H 0.265 -2.069 -0.990  0.2467
H 1.835 0.798 0.072  0.2977
H 0.277 2.442 0.986  0.2494
H -0.465 2.322 -0.422  0.3522

Atoms 1-3, force components in eV/Å:
C -0.613 -0.017 -0.712
N 1.966 -0.559 0.848
C -1.293 0.831 -0.837

***

Entry 6:
Molecular formula: C3H8FN3
Method: DFT, wB97M-V/def2-TZVPD

Strongest force on any atom (eV/A): 4.68
ΔE to the lowest compared entry with this formula, charge and spin (eV): 1.500
Total charge: +2

Each line ends with the Mulliken charge.
CARTESIAN COORDINATES (ANGSTROEM)
C -0.545 -0.175 -0.930  0.3180
C 1.463 0.747 -0.364  0.4988
C -0.403 0.864 1.227  -1.0009
N 0.196 0.512 -0.084  -0.0690
N -1.846 -0.321 -0.765  -0.2384
N 2.599 0.959 -0.571  -0.0990
F 0.697 -2.240 0.258  -0.4037
H -0.045 -0.583 -1.853  0.3777
H -0.733 -0.064 1.675  0.4382
H 0.154 1.428 1.948  0.4119
H -1.415 1.528 0.992  0.3332
H -2.444 -0.802 -1.459  0.3100
H -2.358 -0.031 0.088  0.2388
H 3.673 1.298 -0.800  0.4639
H 1.007 -3.121 0.637  0.4204

Atoms 1-3, force components in eV/Å:
C -2.629 -1.540 -2.765
C 4.573 0.771 -0.639
C -3.940 1.566 -0.357

***

Entry 7:
Molecular formula: C3H8FN3
Method: DFT, wB97M-V/def2-TZVPD

Strongest force on any atom (eV/A): 3.09
SMILES string: C/[N+](=C\N)C(=[NH2+])F
ΔE to the lowest compared entry with this formula, charge and spin (eV): 0.010
Total charge: +2

Each line ends with the Mulliken charge.
CARTESIAN COORDINATES (ANGSTROEM)
C -0.666 -1.214 0.335  -1.2071
N 0.081 0.068 0.130  0.0661
C -0.659 1.253 0.233  0.1424
N -1.923 1.265 0.101  -0.2242
C 1.495 0.162 -0.193  0.5627
N 2.280 -0.794 -0.652  -0.2545
F 1.944 1.311 0.134  -0.1172
H -1.019 -1.632 -0.541  0.4682
H -1.561 -0.942 0.891  0.4864
H -0.103 -1.888 0.964  0.3726
H -0.207 2.243 0.371  0.4509
H -2.582 2.064 0.313  0.3294
H -2.377 0.326 -0.146  0.2625
H 1.950 -1.556 -1.265  0.3076
H 3.345 -0.665 -0.675  0.3541

Atoms 1-3, force components in eV/Å:
C 0.347 1.195 1.551
N 1.478 0.540 -0.879
C 1.307 0.585 -0.362

***

Entry 8:
Molecular formula: C3H8FN3O
Method: DFT, wB97M-V/def2-TZVPD

Strongest force on any atom (eV/A): 5.63
SMILES string: N/N=C\N(O)CCF
ΔE to the lowest compared entry with this formula, charge and spin (eV): 4.814
Total charge: 0

Each line ends with the Mulliken charge.
CARTESIAN COORDINATES (ANGSTROEM)
N 2.512 0.573 0.847  -0.4922
N 2.167 -0.326 -0.146  -0.4185
C 0.908 -0.606 -0.371  0.1410
N 0.032 -0.177 0.560  -0.2044
O 0.174 -0.965 1.760  -0.3968
C -1.275 -0.468 -0.143  -0.7768
C -1.765 0.801 -0.949  -0.1332
F -2.790 0.160 -1.706  -0.2875
H 1.406 0.881 1.080  0.4142
H 3.336 1.276 0.602  0.2679
H 0.588 -1.147 -1.353  0.3155
H 0.964 -0.646 2.065  0.3848
H -2.035 -0.772 0.692  0.3597
H -1.279 -1.178 -1.072  0.2898
H -1.948 1.565 -0.145  0.3063
H -0.995 1.030 -1.723  0.2302

Atoms 1-3, force components in eV/Å:
N -3.230 0.438 0.431
N 0.497 0.256 -2.715
C 5.365 -0.643 -1.582

***

Entry 9:
Molecular formula: C3H8FNO2S
Method: DFT, wB97M-V/def2-TZVPD

Strongest force on any atom (eV/A): 4.75
SMILES string: C/C=N/S(C)(=O)=O.F
ΔE to the lowest compared entry with this formula, charge and spin (eV): 1.435
Total charge: 0

Each line ends with the Mulliken charge.
CARTESIAN COORDINATES (ANGSTROEM)
C 2.861 0.088 -0.412  -1.0809
C 1.498 0.639 -0.364  0.2470
N 0.552 -0.069 0.036  -0.3661
S -0.982 0.552 -0.115  1.1989
C -1.916 0.084 1.319  -0.8802
O -0.991 1.977 -0.393  -0.6529
O -1.633 -0.238 -1.139  -0.6907
H 3.225 -0.071 -1.353  0.3539
H 3.534 0.744 0.168  0.2961
H 2.589 -0.901 -0.088  0.3046
H 1.376 1.692 -0.899  0.3022
H -2.761 0.789 1.463  0.2889
H -2.199 -0.884 0.987  0.3734
H -1.406 -0.105 2.253  0.3465
F -2.037 -2.578 -0.591  -0.4807
H -1.709 -1.721 -0.874  0.4398

Atoms 1-3, force components in eV/Å:
C -1.323 0.046 2.669
C 0.862 3.530 -3.064
N -1.389 -0.650 1.181

***

Entry 10:
Molecular formula: C3H8FNS
Method: DFT, wB97M-V/def2-TZVPD

Strongest force on any atom (eV/A): 2.13
SMILES string: N[C@H](CF)CS
ΔE to the lowest compared entry with this formula, charge and spin (eV): 0.360
Total charge: 0

Each line ends with the Mulliken charge.
CARTESIAN COORDINATES (ANGSTROEM)
N 0.752 1.495 -0.404  -0.6424
C 0.549 0.387 0.559  0.0665
C 1.150 -0.790 -0.147  -0.3815
F 2.505 -0.552 -0.173  -0.2970
C -0.888 0.060 1.025  -0.7860
S -1.990 -0.369 -0.371  -0.2144
H 0.284 1.249 -1.255  0.2528
H 0.287 2.277 -0.055  0.2376
H 1.097 0.654 1.478  0.3387
H 0.938 -1.779 0.292  0.3282
H 0.799 -0.697 -1.219  0.2641
H -1.292 0.784 1.757  0.3767
H -0.811 -0.913 1.543  0.3450
H -2.149 0.892 -0.849  0.1117

Atoms 1-3, force components in eV/Å:
N 0.256 -1.459 0.748
C -0.444 0.692 0.126
C -0.067 0.329 -1.111

***

Entry 11:
Molecular formula: C3H8FP
Method: DFT, wB97M-V/def2-TZVPD

Strongest force on any atom (eV/A): 2.49
ΔE to the lowest compared entry with this formula, charge and spin (eV): 4.241
Total charge: 0

Each line ends with the Mulliken charge.
CARTESIAN COORDINATES (ANGSTROEM)
C 0.820 -0.606 1.242  -0.9963
C 0.674 0.554 -1.061  -0.8966
C 0.416 0.480 0.364  0.4417
F 0.168 1.770 0.885  -0.3206
P -2.849 -0.355 -0.120  -0.0025
H -0.004 -1.059 1.747  0.2595
H 1.363 -1.406 0.723  0.3373
H 1.444 -0.231 2.090  0.3073
H -0.108 1.214 -1.627  0.2826
H 0.693 -0.558 -1.368  0.2463
H 1.673 0.900 -1.178  0.3435
H -2.219 -1.325 -0.894  0.0105
H -2.070 0.623 -0.804  -0.0127

Atoms 1-3, force components in eV/Å:
C 1.145 0.259 1.473
C -1.579 -1.510 -1.071
C -1.515 1.981 -0.025

***

Entry 12:
Molecular formula: C3H8FPS
Method: DFT, wB97M-V/def2-TZVPD

Strongest force on any atom (eV/A): 4.56
SMILES string: [H]/P=C/CC.FS
ΔE to the lowest compared entry with this formula, charge and spin (eV): 1.569
Total charge: 0

Each line ends with the Mulliken charge.
CARTESIAN COORDINATES (ANGSTROEM)
H -1.652 2.613 -1.804  -0.0017
P -2.191 1.981 -0.649  -0.1940
C -1.138 0.708 -0.453  -0.1874
C -1.071 0.059 0.907  -0.2763
C -0.559 -1.350 0.564  -1.0649
H -0.611 0.212 -1.285  0.2087
H -1.967 0.083 1.403  0.4608
H -0.281 0.595 1.399  0.2111
H -1.318 -2.138 0.524  0.3252
H -0.101 -1.360 -0.421  0.2713
H 0.066 -1.811 1.398  0.2627
F 4.213 0.922 -1.133  -0.2502
S 2.968 0.334 -0.285  0.0760
H 3.641 -0.847 -0.163  0.1588

Atoms 1-3, force components in eV/Å:
H -0.254 -0.526 -0.425
P 0.285 0.674 0.312
C -1.177 0.787 -0.470

***

Entry 13:
Molecular formula: C3H8I2NO7P2S2
Method: DFT, wB97M-V/def2-TZVPD

Strongest force on any atom (eV/A): 0.39
Total charge: -1

Each line ends with the Mulliken charge.
CARTESIAN COORDINATES (ANGSTROEM)
C -0.319 -0.679 3.599  -1.1007
C 0.605 -0.643 2.379  -0.5794
I 1.326 -2.607 1.874  0.0717
C 0.040 0.110 1.182  -0.7104
I -0.170 2.179 1.746  0.1293
S -1.551 -0.493 0.467  1.2079
O -1.633 -1.865 0.894  -0.6056
O -2.585 0.413 0.888  -0.6565
N -1.355 -0.276 -1.085  -0.3212
S -0.602 -1.283 -2.053  0.8782
O -1.468 -2.263 -2.664  -0.6191
O 0.662 -1.757 -1.531  -0.5069
P -0.332 0.176 -3.650  -0.0863
P 0.835 1.734 -2.691  0.8456
O 1.698 2.404 -3.671  -0.6623
O -0.258 2.660 -2.014  -0.4626
O 1.624 1.182 -1.399  -0.3975
H -0.127 0.195 4.226  0.3224
H -1.367 -0.651 3.300  0.3043
H -0.140 -1.566 4.203  0.3642
H 1.538 -0.142 2.628  0.6321
H 0.766 0.169 0.372  0.3499
H 0.763 -0.463 -4.273  0.0558
H -0.507 2.411 -1.108  0.2567
H 2.558 1.053 -1.618  0.2903

Atoms 1-3, force components in eV/Å:
C 0.053 0.065 0.019
C -0.165 0.294 0.151
I 0.059 -0.039 -0.086

***

Entry 14:
Molecular formula: C3H8I2OSi
Method: DFT, wB97M-V/def2-TZVPD

Strongest force on any atom (eV/A): 4.98
ΔE to the lowest compared entry with this formula, charge and spin (eV): 3.918
Total charge: 0

Each line ends with the Mulliken charge.
CARTESIAN COORDINATES (ANGSTROEM)
C -1.148 0.325 -2.230  -1.2740
C 1.130 -0.099 2.428  -0.3944
C -1.379 0.681 -0.805  -0.2825
O 0.050 0.129 1.620  -0.1515
Si -0.230 -0.498 0.201  0.3689
I 4.107 0.156 -0.270  -0.4635
I -0.210 -2.993 0.124  -0.0293
H -1.549 -0.649 -2.431  0.3785
H -1.658 1.056 -2.863  0.3124
H -0.162 0.150 -2.647  0.3924
H 2.129 0.147 1.933  0.0367
H 1.307 -1.115 3.003  0.2399
H 1.104 0.637 3.224  0.2498
H -2.373 0.236 -0.582  0.2776
H -1.118 1.835 -0.704  0.3390

Atoms 1-3, force components in eV/Å:
C -0.276 -0.452 -2.100
C 4.063 -0.516 2.833
C 1.516 0.197 0.775

***

Entry 15:
Molecular formula: C3H8IN2
Method: DFT, wB97M-V/def2-TZVPD

Strongest force on any atom (eV/A): 6.30
ΔE to the lowest compared entry with this formula, charge and spin (eV): 3.836
Total charge: +1

Each line ends with the Mulliken charge.
CARTESIAN COORDINATES (ANGSTROEM)
C 1.029 0.977 -0.824  -0.1902
C 1.332 0.384 0.529  -0.3072
C -1.226 -0.967 -0.406  -0.2345
N -1.279 -2.222 -0.106  -0.2344
N 0.282 1.290 0.333  0.0107
I -2.816 0.499 0.030  -0.0236
H 1.790 1.794 -0.993  0.2633
H 0.580 0.487 -1.698  0.2823
H 2.284 0.702 1.021  0.2949
H 1.076 -0.739 0.989  0.1380
H -0.640 -2.850 -0.585  0.2723
H -2.005 -2.560 0.491  0.2502
H 0.422 2.248 0.865  0.3724
H -0.828 0.957 0.353  0.1059

Atoms 1-3, force components in eV/Å:
C 3.003 0.709 -1.019
C 1.838 -4.889 1.464
C 1.009 0.143 -1.264

***

Entry 16:
Molecular formula: C3H8INO
Method: DFT, wB97M-V/def2-TZVPD

Strongest force on any atom (eV/A): 5.40
ΔE to the lowest compared entry with this formula, charge and spin (eV): 0.737
Total charge: 0

Each line ends with the Mulliken charge.
CARTESIAN COORDINATES (ANGSTROEM)
I 19.478 19.373 -1.174  -0.6643
C 16.295 18.288 -0.664  -1.1688
C 16.078 19.756 -0.910  0.6907
O 15.200 20.181 -1.699  -0.4850
N 17.019 20.727 -0.243  0.1032
H 16.787 20.811 0.737  0.3715
H 17.879 20.199 -0.286  -0.0976
C 17.101 22.190 -0.762  -0.8117
H 16.854 18.080 0.249  0.3637
H 16.839 17.785 -1.463  0.3195
H 15.366 17.718 -0.660  0.3615
H 17.232 22.224 -1.844  0.3095
H 17.905 22.775 -0.317  0.3570
H 16.254 22.783 -0.417  0.3508

Atoms 1-3, force components in eV/Å:
I 1.525 -0.562 -0.524
C 0.016 -0.438 0.577
C -3.671 1.207 -3.768

***

| no. | total energy (Ha) |
| --- | --- |
| 1 | -965.02508 |
| 2 | -273.64050 |
| 3 | -328.15130 |
| 4 | -328.13804 |
| 5 | -383.18007 |
| 6 | -382.49634 |
| 7 | -382.55113 |
| 8 | -458.26955 |
| 9 | -822.34087 |
| 10 | -671.88928 |
| 11 | -560.17722 |
| 12 | -958.38781 |
| 13 | -2775.18881 |
| 14 | -1079.18856 |
| 15 | -525.90495 |
| 16 | -546.75722 |